The following is a DFT calculation (the ωB97M-V functional and the def2-TZVPD basis) of C30H55N4O2P2Pt as an isolated structure.

```
! RIJCOSX wB97M-V def2-TZVPD def2/J DEFGRID3
* xyz 1 3
C 2.382 -1.297 -1.938
C 1.355 0.610 -2.906
C 3.267 -1.398 -3.014
C 2.137 0.474 -4.056
C 3.120 -0.515 -4.084
H 4.018 -2.186 -2.993
H 1.967 1.152 -4.892
H 3.772 -0.601 -4.952
N 1.534 -0.269 -1.895
P 0.656 -2.305 0.059
P 0.068 2.206 -0.948
C 2.301 -2.320 -0.809
H 2.538 -3.325 -1.192
H 3.073 -2.088 -0.056
C 0.277 1.602 -2.697
H 0.191 2.359 -3.474
C -1.575 3.117 -0.780
C 1.501 3.396 -0.738
C -0.428 -3.397 -1.053
C 0.970 -3.171 1.711
C -2.595 2.211 -0.066
H -2.246 1.952 0.944
H -3.547 2.757 0.013
H -2.775 1.282 -0.618
C -1.456 4.394 0.063
H -1.122 4.172 1.083
H -0.800 5.142 -0.394
H -2.458 4.845 0.135
C -2.110 3.484 -2.167
H -3.037 4.064 -2.038
H -1.414 4.109 -2.743
H -2.358 2.588 -2.750
C 1.524 3.910 0.725
H 1.076 3.202 1.436
H 2.571 4.056 1.026
H 1.022 4.879 0.826
C 2.833 2.674 -1.011
H 3.000 1.842 -0.317
H 2.902 2.309 -2.041
H 3.643 3.405 -0.862
C 1.353 4.551 -1.756
H 0.740 4.305 -2.633
H 0.952 5.460 -1.293
H 2.352 4.803 -2.140
C -0.383 -3.409 2.402
H -0.197 -3.911 3.363
H -0.898 -2.462 2.616
H -1.057 -4.052 1.823
C 1.832 -2.292 2.632
H 2.769 -1.983 2.152
H 1.304 -1.407 2.999
H 2.100 -2.892 3.515
C 1.737 -4.494 1.529
H 2.588 -4.394 0.844
H 2.140 -4.788 2.508
H 1.103 -5.319 1.195
C -0.130 -3.085 -2.524
H 0.878 -3.395 -2.827
H -0.852 -3.627 -3.153
H -0.246 -2.014 -2.728
C -1.902 -3.066 -0.762
H -2.151 -2.053 -1.107
H -2.536 -3.782 -1.307
H -2.142 -3.135 0.306
C -0.198 -4.903 -0.859
H 0.855 -5.186 -0.992
H -0.569 -5.270 0.106
H -0.772 -5.430 -1.637
Pt 0.130 -0.020 -0.171
C 1.142 0.505 1.268
O 1.884 0.863 2.099
N -1.349 -0.190 -1.708
C -1.280 0.429 -2.766
C -2.084 0.337 -4.080
C -1.664 1.377 -5.109
C -1.797 -1.035 -4.681
C -3.580 0.477 -3.726
H -1.812 2.400 -4.754
H -0.612 1.244 -5.386
H -2.269 1.248 -6.017
H -2.094 -1.830 -3.985
H -2.354 -1.174 -5.619
H -0.725 -1.136 -4.902
H -4.068 1.241 -4.349
H -4.095 -0.481 -3.884
H -3.727 0.752 -2.672
N 0.520 0.564 4.554
C -0.717 0.679 3.930
N -1.666 -0.187 4.439
O -0.904 1.370 2.926
H 0.508 0.337 5.543
H 1.176 1.289 4.289
H -2.613 0.034 4.167
H -1.539 -0.510 5.391
*
```

Its HOMO energy (alpha / beta) is -6.68 / -10.34 eV. As for the energy relative to the best compared isomer or geometry (same formula, charge and spin): 0.0000 eV. Its LUMO energy (alpha / beta) is -2.3819 / -4.6404 eV.

Atom charges from the Mulliken analysis, given in e for atoms 1 to 2: atom 1 (C): -0.254, atom 2 (C): -0.486

The following is a DFT calculation (the ωB97M-V functional and the def2-TZVPD basis) of a 2-piece molecular cluster, C9H14O overall.

```
! RIJCOSX wB97M-V def2-TZVPD def2/J DEFGRID3
* xyz 0 1
C 1.443 -0.751 1.836
C -1.755 0.211 0.191
C -1.843 -0.717 -0.824
C -0.688 0.105 1.132
C 0.377 -0.715 0.817
C -0.658 -1.435 -1.244
C 0.382 -1.528 -0.363
O -2.874 -0.738 -1.702
H -2.454 1.023 0.276
H -0.595 0.704 1.978
H -0.780 -1.965 -2.191
H -3.523 -0.078 -1.515
H 1.123 -0.603 2.898
H 2.287 -0.124 1.673
H 1.189 -2.135 -0.530
H 1.925 -1.777 1.933
C 1.541 2.553 0.085
C 2.919 1.901 -0.126
H 1.063 2.468 1.084
H 1.676 3.619 -0.014
H 0.942 2.026 -0.527
H 2.780 0.745 0.059
H 3.209 2.055 -1.095
H 3.839 2.209 0.561
*
```

Its HOMO energy is -8.28 eV. As for the energy relative to the best compared isomer or geometry (same formula, charge and spin): 1.5688 eV. Its LUMO energy is 0.8450 eV. As for the structure (SMILES): Cc1ccc(O)cc1.CC.

Atom charges from the Mulliken analysis, given in e for atoms 1 to 2: atom 1 (C): -1.252, atom 2 (C): -0.380

Q: energy relative to the best compared isomer or geometry (same formula, charge and spin) of number 2 (C9H14O)?
A: 1.5688 eV

Copy entry 2 word for word.
The following is a DFT calculation (the ωB97M-V functional and the def2-TZVPD basis) of a 2-piece molecular cluster, C9H14O overall.

```
! RIJCOSX wB97M-V def2-TZVPD def2/J DEFGRID3
* xyz 0 1
C 1.443 -0.751 1.836
C -1.755 0.211 0.191
C -1.843 -0.717 -0.824
C -0.688 0.105 1.132
C 0.377 -0.715 0.817
C -0.658 -1.435 -1.244
C 0.382 -1.528 -0.363
O -2.874 -0.738 -1.702
H -2.454 1.023 0.276
H -0.595 0.704 1.978
H -0.780 -1.965 -2.191
H -3.523 -0.078 -1.515
H 1.123 -0.603 2.898
H 2.287 -0.124 1.673
H 1.189 -2.135 -0.530
H 1.925 -1.777 1.933
C 1.541 2.553 0.085
C 2.919 1.901 -0.126
H 1.063 2.468 1.084
H 1.676 3.619 -0.014
H 0.942 2.026 -0.527
H 2.780 0.745 0.059
H 3.209 2.055 -1.095
H 3.839 2.209 0.561
*
```

Its HOMO energy is -8.28 eV. As for the energy relative to the best compared isomer or geometry (same formula, charge and spin): 1.5688 eV. Its LUMO energy is 0.8450 eV. As for the structure (SMILES): Cc1ccc(O)cc1.CC.

Atom charges from the Mulliken analysis, given in e for atoms 1 to 2: atom 1 (C): -1.252, atom 2 (C): -0.380

Q: Which of these has the highest energy relative to the best compared isomer or geometry (same formula, charge and spin)?
A: C9H14O

Q: Which value of energy relative to the best compared isomer or geometry (same formula, charge and spin) does entry 1 give?
A: 0.0000 eV